No. 1
Molecular formula: C21H43LuN2P3Se
Method: DFT, ωB97M-V/def2-TZVPD

As for the strongest force on any atom: 3.57 eV/Å. Its HOMO energy (spin up / spin down) is -16.662 / -16.675 eV. The HOMO-LUMO gap (spin up / spin down) is 3.17 / 3.20 eV.

```
! RIJCOSX wB97M-V def2-TZVPD def2/J DEFGRID3
* xyz 3 1
Lu -0.2920 -0.0003 -0.2300
P -3.1284 -0.1088 0.0839
P 0.0672 -2.7333 0.1651
P -0.0803 2.6731 0.1697
H 5.1351 -0.8944 -0.6195
C 4.7110 0.0128 -0.1686
C 4.5212 0.0735 1.1469
H 4.6992 -0.7996 1.7937
C -3.9394 -0.2767 -1.5640
C -3.8460 -1.5409 0.9938
C -4.0860 1.2885 0.8077
C 1.8355 -3.2068 0.3347
C -0.6754 -3.6877 1.5429
C -0.4297 -3.7311 -1.2902
C 1.6571 3.2468 0.3169
C -0.8694 3.6879 1.4691
C -0.6229 3.5293 -1.3554
H 4.4999 0.8377 -0.8708
H 3.9447 0.8952 1.6141
H -5.0321 -0.3195 -1.4499
H -3.5832 -1.1840 -2.0714
H -3.6723 0.5789 -2.2005
H -4.9457 -1.5198 0.9615
H -3.5185 -1.5071 2.0432
H -3.4914 -2.4864 0.5586
H -5.1582 1.1862 0.5819
H -3.7227 2.2379 0.3868
H -3.9549 1.3286 1.8992
H 2.0170 -4.1008 -0.2775
H 2.0684 -3.4245 1.3859
H 2.4767 -2.3808 -0.0076
H -0.6664 -4.7593 1.2954
H -1.7089 -3.3550 1.7067
H -0.1068 -3.5187 2.4671
H 0.1102 -4.6875 -1.2660
H -0.1844 -3.1707 -2.2074
H -1.5142 -3.9048 -1.2794
H 1.7927 4.1533 -0.2878
H 2.3323 2.4641 -0.0480
H 1.8963 3.4363 1.3728
H -0.8125 4.7532 1.2016
H -0.3601 3.5326 2.4305
H -1.9221 3.3970 1.5854
H -0.1175 4.5026 -1.4142
H -1.7125 3.6699 -1.3363
H -0.3680 2.9183 -2.2342
C 1.0808 -0.1239 -3.9113
C 2.4445 -0.2933 -3.6056
C 3.3946 -0.1767 -4.6330
C 2.9929 0.1356 -5.9424
C 1.6433 0.4056 -6.2131
C 0.7016 0.3142 -5.2019
Se -0.4944 -0.5317 -2.8153
H 1.4437 0.4914 0.3474
H 2.7567 -0.5201 -2.5824
H 4.4551 -0.3254 -4.4204
H 3.7225 0.1847 -6.7477
H 1.3161 0.6941 -7.2142
H -0.3491 0.5399 -5.3893
C -1.3003 0.7499 5.4585
N -0.5380 0.3123 4.2872
C 0.6357 -0.4354 4.3344
C 1.0007 -0.6586 3.0317
N 0.0181 -0.1106 2.2018
C -0.8774 0.4959 3.0080
H -1.8176 -0.0991 5.9289
H -0.6360 1.1983 6.2083
H -2.0457 1.4919 5.1500
H 1.0844 -0.7470 5.2485
H 1.8768 -1.1478 2.6520
H -1.7514 1.0508 2.6831
*
```

=====

No. 2
Molecular formula: C21H43MoN2P3Se
Method: DFT, ωB97M-V/def2-TZVPD

As for the strongest force on any atom: 3.30 eV/Å. Its HOMO energy (spin up / spin down) is -20.001 / -20.541 eV. The HOMO-LUMO gap (spin up / spin down) is 5.01 / 5.84 eV. The expectation value of S² is 2.2163. For the energy above the lowest of the compared OMol25 structures with the same formula, charge and spin, the calculation gives 1.182 eV.

```
! RIJCOSX wB97M-V def2-TZVPD def2/J DEFGRID3
* xyz 4 3
Mo -0.1206 -0.1845 0.5853
P -1.6537 -0.5824 2.4306
P 1.0672 -2.4418 0.2256
P -1.9869 -0.9205 -0.8950
H 0.3093 2.5470 -0.5375
C -0.4500 1.7701 -0.4928
C -1.1136 1.7116 0.8700
H -0.6432 2.3298 1.6595
C -1.1788 0.1100 4.0538
C -1.8139 -2.3364 2.8729
C -3.3966 -0.0485 2.4462
C 2.1757 -2.5464 -1.2582
C 2.2953 -3.1019 1.4324
C 0.1540 -4.0283 -0.0670
C -3.3173 0.3278 -1.1128
C -2.9872 -2.3802 -0.4615
C -1.5070 -1.3274 -2.6067
H -1.2209 1.9778 -1.2680
H -2.2088 1.8216 0.8190
H -0.9186 1.1763 3.9664
H -0.3278 -0.4511 4.4681
H -2.0779 -0.0146 4.6848
H -0.8269 -2.8023 2.9798
H -2.3861 -2.8759 2.1107
H -2.3452 -2.3654 3.8347
H -3.4626 1.0318 2.2690
H -3.7534 -0.2761 3.4627
H -3.9955 -0.5889 1.7062
H 2.7343 -3.5054 -1.2749
H 2.8800 -1.7014 -1.2327
H 1.5348 -2.4740 -2.1527
H 2.8170 -3.9360 0.9336
H 1.8027 -3.4773 2.3425
H 3.0302 -2.3321 1.7032
H 0.8935 -4.8459 -0.1336
H -0.4065 -3.9822 -1.0110
H -0.5306 -4.2395 0.7674
H -4.0246 -0.1135 -1.8306
H -2.9199 1.2668 -1.5174
H -3.8265 0.5213 -0.1573
H -3.6898 -2.5574 -1.2888
H -3.5533 -2.1793 0.4554
H -2.3408 -3.2555 -0.3307
H -2.4078 -1.3033 -3.2420
H -1.0670 -2.3360 -2.6160
H -0.7553 -0.5908 -2.9553
C 1.4888 2.2351 -3.6829
C 0.9546 3.4771 -3.2239
C 1.0975 4.5972 -4.0393
C 1.7304 4.5122 -5.2983
C 2.2513 3.2711 -5.7308
C 2.1373 2.1291 -4.9545
Se 1.5075 0.6712 -2.7782
H 0.3025 0.6737 -0.8578
H 0.4684 3.5220 -2.2411
H 0.7050 5.5455 -3.6861
H 1.8175 5.4008 -5.9384
H 2.7600 3.1869 -6.6947
H 2.5435 1.1517 -5.2546
C 2.2460 2.6568 1.1638
C 2.1725 1.4790 2.0714
N 1.4817 0.3426 1.9276
C 1.7466 -0.4701 3.0548
C 2.5926 0.2174 3.8692
N 2.8465 1.4336 3.2436
H 1.3142 3.2564 1.1935
H 3.0586 3.3171 1.5228
H 2.4454 2.3085 0.1310
H 1.3006 -1.4610 3.2061
H 3.0755 -0.1024 4.7816
H 3.4762 2.1588 3.5777
*
```

=====

E for every record listed, in sequence, given in eV: -152259.591 -120480.007.